Model w:
Computed, not measured: C3H4O2 in the gas phase, with ωB97M-V/def2-TZVPD.

Values from the calculation:
HOMO energy   -9.263 eV
Kohn-Sham gap   0.3048 Ha

```
! wB97M-V def2-TZVPD RIJCOSX def2/J DEFGRID3
* xyz 0 1
C 1.2617 -0.3177 -0.0071
C 0.3038 0.6766 -0.0749
O 0.1596 1.8787 -0.0604
C -1.2914 -0.1221 -0.0719
O -1.5387 -1.2013 -0.5248
H -0.1563 -0.1844 0.8288
H 2.3250 -0.0930 -0.0130
H 0.9419 -1.3380 -0.1977
H -2.0055 0.7011 0.1209
*
```

Results of the natural (NBO) charge analysis, in e, for atoms 1 through 5:
1 C -0.5022
2 C 0.3033
3 O -0.5793
4 C 0.2957
5 O -0.4615

Model x:
Computed, not measured: a molecular structure, C3H4O2, with ωB97M-V/def2-TZVPD.

Values from the calculation:
HOMO energy   -8.401 eV
Kohn-Sham gap   0.3309 Ha

```
! wB97M-V def2-TZVPD RIJCOSX def2/J DEFGRID3
* xyz 0 1
C 0.4405 -0.8632 -0.3703
C -0.4456 0.4003 -0.1268
C 0.2374 -0.4615 -1.8184
O -0.7044 0.3700 -1.5449
O 0.4294 1.3838 0.0436
H 1.5456 -0.7063 -0.0600
H 0.0614 -1.8394 -0.1055
H -1.3197 0.4704 0.4468
H -0.0173 2.2757 -0.3190
*
```

Results of the natural (NBO) charge analysis, in e, for atoms 1 through 5:
1 C -0.5938
2 C 0.3519
3 C 0.2773
4 O -0.4770
5 O -0.6886

Model y:
Computed, not measured: C3H4O2 in the gas phase, with ωB97M-V/def2-TZVPD.

Values from the calculation:
HOMO energy   -8.772 eV
Kohn-Sham gap   0.3493 Ha
SMILES   O[C@@H]1[C@H]2O[C@@H]12

```
! wB97M-V def2-TZVPD RIJCOSX def2/J DEFGRID3
* xyz 0 1
O -0.1401 0.5033 -1.5239
C -0.6341 -0.2304 -0.5102
C 0.3726 0.5703 0.8475
O 0.2621 -0.6546 1.6212
C 0.4266 -0.7937 0.2464
H 0.6219 0.9315 -1.0116
H -1.7105 -0.3306 -0.3942
H -0.5357 1.1879 0.9228
H 1.3372 -1.1837 -0.1979
*
```

Results of the natural (NBO) charge analysis, in e, for atoms 1 through 5:
1 O -0.6699
2 C 0.1898
3 C -0.1873
4 O -0.4829
5 C 0.0126

Which one is most stable, and which one is least stable? model x is the most stable of them, while model y is the least stable.

Model w:
Computed, not measured: C4H9NO2 in the gas phase, with ωB97M-V/def2-TZVPD.

Values from the calculation:
HOMO energy   -9.384 eV
Kohn-Sham gap   0.3698 Ha
SMILES   N[C@H](C=O)CCO

```
! wB97M-V def2-TZVPD RIJCOSX def2/J DEFGRID3
* xyz 0 1
N 0.9635 1.1914 -0.9535
C -0.2600 0.8167 -0.3269
C -0.2491 1.1921 1.1794
O 0.7233 1.7825 1.6064
C 0.0412 -0.7529 0.5812
C -0.0160 -1.8251 -0.5612
O -1.2619 -1.9894 -1.2519
H 1.4908 1.5624 -0.1508
H 1.4281 0.3863 -1.3582
H -1.1234 1.0071 -0.9606
H -1.2796 1.2047 1.5385
H -0.8068 -1.0549 1.2057
H 1.0439 -0.8107 0.9817
H 0.2659 -2.7945 -0.1412
H 0.6604 -1.3991 -1.3269
H -1.6092 -1.1017 -1.0776
*
```

Results of the natural (NBO) charge analysis, in e, for atoms 1 through 5:
1 N -0.8339
2 C -0.1140
3 C 0.3879
4 O -0.5861
5 C -0.4738

Model x:
Computed, not measured: C4H9NO2 in the gas phase, with ωB97M-V/def2-TZVPD.

Values from the calculation:
HOMO energy   -9.676 eV
Kohn-Sham gap   0.3768 Ha
SMILES   O=CNCCCO

```
! wB97M-V def2-TZVPD RIJCOSX def2/J DEFGRID3
* xyz 0 1
O -3.3700 1.7243 -0.5503
C -2.6023 0.9709 0.0556
N -1.4487 0.3306 -0.2555
C -0.3981 0.0700 0.6540
C 1.0302 0.4987 0.1419
C 1.4556 -0.6338 -0.7284
O 1.7525 -1.9024 0.1291
H -2.8555 0.5381 0.9917
H -1.2245 0.1664 -1.1374
H -0.2701 -0.9185 0.9777
H -0.6775 0.6884 1.5272
H 0.7622 1.5259 0.0706
H 1.8055 0.4106 0.9648
H 2.5704 -0.2486 -0.9389
H 0.8682 -0.8046 -1.6803
H 2.6020 -2.4160 -0.2217
*
```

Results of the natural (NBO) charge analysis, in e, for atoms 1 through 5:
1 O -0.5762
2 C 0.5374
3 N -0.6223
4 C -0.2143
5 C -0.4803

Which one is most stable, and which one is least stable? model x is the most stable of them, while model w is the least stable.

Model w:
Computed, not measured: C4H9NO2 in the gas phase, with ωB97M-V/def2-TZVPD.

Values from the calculation:
HOMO energy   -9.072 eV
Kohn-Sham gap   0.3676 Ha
SMILES   CNCC(=O)OC

```
! wB97M-V def2-TZVPD RIJCOSX def2/J DEFGRID3
* xyz 0 1
C 2.4003 -0.4946 -0.2900
N 1.7397 -0.1969 0.9606
C 0.4220 -0.6621 1.1077
C -0.6452 0.2290 0.1710
O -0.2938 1.3352 -0.1881
O -1.8640 -0.2479 -0.0994
C -2.7180 0.6404 -0.8251
H 2.4276 -1.5806 -0.4182
H 3.4300 -0.1306 -0.2266
H 1.9263 -0.0391 -1.1724
H 1.5829 0.8492 1.0158
H 0.0321 -0.5251 2.1196
H 0.3841 -1.7129 0.8410
H -3.6485 0.0896 -0.9519
H -2.2841 0.8941 -1.7950
H -2.8913 1.5522 -0.2489
*
```

Results of the natural (NBO) charge analysis, in e, for atoms 1 through 5:
1 C -0.4170
2 N -0.6121
3 C -0.2836
4 C 0.7663
5 O -0.6351

Model x:
Computed, not measured: C4H9NO2 in the gas phase, with ωB97M-V/def2-TZVPD.

Values from the calculation:
HOMO energy   -8.880 eV
Kohn-Sham gap   0.3464 Ha

```
! wB97M-V def2-TZVPD RIJCOSX def2/J DEFGRID3
* xyz 0 1
C 2.0539 -0.5492 -0.9060
N 0.8414 0.2059 -0.6309
C 0.5712 0.5521 0.6239
O -0.3961 1.4416 0.9234
C -1.6748 0.9575 0.4990
C -1.5327 -0.5929 0.3554
O -1.3492 -1.0037 -0.8579
H 1.8946 -1.6232 -0.7546
H 2.3418 -0.3795 -1.9476
H 2.8632 -0.2011 -0.2562
H 1.4048 0.5578 1.3293
H -2.3906 1.3108 1.2433
H -1.9277 1.3476 -0.4918
H -0.4427 -0.6273 1.0096
H -2.2182 -1.2079 0.9683
H -0.0388 -0.1885 -1.1072
*
```

Results of the natural (NBO) charge analysis, in e, for atoms 1 through 5:
1 C -0.4169
2 N -0.5741
3 C 0.3948
4 O -0.4961
5 C -0.1367

Model y:
Computed, not measured: C4H9NO2 in the gas phase, with ωB97M-V/def2-TZVPD.

Values from the calculation:
HOMO energy   -9.359 eV
Kohn-Sham gap   0.3619 Ha
SMILES   NC(=O)CCCO

```
! wB97M-V def2-TZVPD RIJCOSX def2/J DEFGRID3
* xyz 0 1
N 1.5781 0.4533 1.1764
C 1.2761 -0.8595 1.0389
O 1.7338 -1.7264 1.7656
C 0.3650 -1.2144 -0.1390
C -1.0066 -0.5595 -0.2096
C -1.1319 0.8003 -0.8455
O -0.1864 1.7810 -0.4667
H 2.1398 0.7276 1.9670
H 1.1014 1.1500 0.6182
H 0.8963 -0.9797 -1.0710
H 0.2289 -2.2947 -0.0820
H -1.7511 -1.2388 -0.7468
H -1.5381 -0.5526 0.7512
H -1.0527 0.6600 -1.9225
H -2.1224 1.2144 -0.6422
H -0.2507 2.5217 -1.0825
*
```

Results of the natural (NBO) charge analysis, in e, for atoms 1 through 5:
1 N -0.8389
2 C 0.6736
3 O -0.6260
4 C -0.5089
5 C -0.4250

Which one is most stable, and which one is least stable? model y is the most stable of them, while model x is the least stable.

Model w:
Computed, not measured: C4H9NO2 in the gas phase, with ωB97M-V/def2-TZVPD.

Values from the calculation:
HOMO energy   -8.978 eV
Kohn-Sham gap   0.3643 Ha
SMILES   CNCC(=O)OC

```
! wB97M-V def2-TZVPD RIJCOSX def2/J DEFGRID3
* xyz 0 1
C 0.9473 2.0013 0.9788
N -0.0442 1.8708 -0.0896
C -1.1559 1.0100 0.2227
C -0.6234 -0.4907 -0.2200
O 0.3652 -0.4484 -0.9277
O -1.1413 -1.7037 0.0451
C -0.3642 -2.7796 -0.5781
H 0.4776 1.9551 1.9695
H 1.4532 2.9708 0.9042
H 1.7177 1.2180 0.9309
H 0.3989 1.2956 -0.8204
H -1.9995 1.2908 -0.4269
H -1.4885 1.1771 1.2586
H -0.7639 -3.7278 -0.2145
H 0.6940 -2.6948 -0.3171
H -0.4357 -2.7362 -1.6700
*
```

Results of the natural (NBO) charge analysis, in e, for atoms 1 through 5:
1 C -0.4244
2 N -0.6343
3 C -0.2982
4 C 0.7698
5 O -0.6402

Model x:
Computed, not measured: 2 unconnected molecules or ions with the total composition C4H9NO2, with ωB97M-V/def2-TZVPD.

Values from the calculation:
HOMO energy   -10.090 eV
Kohn-Sham gap   0.3981 Ha
SMILES   [H]/N=C\C.CC(=O)O

```
! wB97M-V def2-TZVPD RIJCOSX def2/J DEFGRID3
* xyz 0 1
H 1.6147 0.9976 -0.2143
N 0.8064 0.9583 -0.8371
C -0.2759 1.3404 -0.2701
C -0.4126 2.0543 1.0362
H -1.1534 1.3783 -0.9170
H -0.9145 3.0140 0.9033
H -1.0349 1.4430 1.6942
H 0.5568 2.1845 1.5248
C 0.8844 -1.8932 -0.5480
C -0.3186 -1.1978 0.2134
O -0.3235 -1.1265 1.4168
O -1.4709 -1.2364 -0.4942
H 1.7528 -1.9844 0.0988
H 1.1291 -1.3403 -1.4542
H 0.5199 -2.8829 -0.8225
H -1.3599 -1.7090 -1.3302
*
```

Results of the natural (NBO) charge analysis, in e, for atoms 1 through 5:
1 H 0.3304
2 N -0.6382
3 C 0.1577
4 C -0.6950
5 H 0.1740

Which one is most stable, and which one is least stable? model x is the most stable of them, while model w is the least stable.

Model w:
Computed, not measured: C4H9NO2 in the gas phase, with ωB97M-V/def2-TZVPD.

Values from the calculation:
HOMO energy   -9.490 eV
Kohn-Sham gap   0.3813 Ha
SMILES   C/N=C\OCCO

```
! wB97M-V def2-TZVPD RIJCOSX def2/J DEFGRID3
* xyz 0 1
C 1.8132 -0.1609 -1.3704
N 1.5655 -0.5825 0.0031
C 1.0364 0.2437 0.8320
O 0.2127 1.2321 0.4483
C -1.1985 0.9449 0.2801
C -1.7215 -0.4993 0.3970
O -1.3572 -1.3280 -0.6772
H 1.8758 -1.0644 -1.9523
H 1.2681 0.6100 -1.9956
H 2.7995 0.3017 -1.2200
H 1.4163 0.3552 1.8598
H -1.6894 1.5409 1.0551
H -1.4361 1.3299 -0.7111
H -1.4431 -0.9422 1.3682
H -2.8192 -0.4385 0.3819
H -0.3983 -1.4323 -0.6370
*
```

Results of the natural (NBO) charge analysis, in e, for atoms 1 through 5:
1 C -0.4640
2 N -0.5003
3 C 0.4136
4 O -0.5545
5 C -0.0880

Model x:
Computed, not measured: 2 unconnected molecules or ions with the total composition C4H9NO2, with ωB97M-V/def2-TZVPD.

Values from the calculation:
HOMO energy   -9.710 eV
Kohn-Sham gap   0.3850 Ha
SMILES   CC(=O)C/N=C\O.[H][H]

```
! wB97M-V def2-TZVPD RIJCOSX def2/J DEFGRID3
* xyz 0 1
C 0.4810 1.7619 -1.2062
C 0.4308 0.7303 -0.1160
O 1.4609 0.4405 0.4738
C -0.9250 0.1742 0.3235
N -1.0495 -1.2725 0.4557
C -0.3426 -1.8717 1.3290
O 0.6047 -1.3694 2.1195
H -0.2465 1.5814 -1.9994
H 1.4939 1.8024 -1.6099
H 0.2608 2.7320 -0.7448
H -1.1338 0.6563 1.2922
H -1.6933 0.5173 -0.3750
H -0.5039 -2.9409 1.4876
H 1.0177 -0.5834 1.6630
H 0.4107 -0.9671 -1.8238
H -0.0302 -1.3793 -1.3843
*
```

Results of the natural (NBO) charge analysis, in e, for atoms 1 through 5:
1 C -0.7268
2 C 0.6382
3 O -0.5884
4 C -0.3806
5 N -0.5203

Which one is most stable, and which one is least stable? model x is the most stable of them, while model w is the least stable.

Model w:
Computed, not measured: C4H9NO2 in the gas phase, with ωB97M-V/def2-TZVPD.

Values from the calculation:
HOMO energy   -9.353 eV
Kohn-Sham gap   0.3684 Ha
SMILES   O=CNCCCO

```
! wB97M-V def2-TZVPD RIJCOSX def2/J DEFGRID3
* xyz 0 1
O -1.2446 0.0026 3.4854
C -0.4818 -0.2201 2.5676
N -0.9077 0.0732 1.2216
C -0.6046 -0.7556 -0.0006
C 0.7805 -0.4120 -0.5830
C 0.8036 0.6939 -1.6416
O -0.0477 1.8553 -1.4744
H 0.5075 -0.8676 2.6562
H -0.9446 1.0765 1.0303
H -1.3975 -0.8017 -0.7353
H -0.3432 -1.8137 0.4490
H 1.5435 -0.3286 0.1931
H 0.9649 -1.3997 -0.9357
H 0.5837 0.1147 -2.5619
H 1.7202 1.1053 -2.0019
H -0.9321 1.6775 -1.6688
*
```

Results of the natural (NBO) charge analysis, in e, for atoms 1 through 5:
1 O -0.5279
2 C 0.5420
3 N -0.7029
4 C -0.2039
5 C -0.4540

Model x:
Computed, not measured: C4H9NO2 in the gas phase, with ωB97M-V/def2-TZVPD.

Values from the calculation:
HOMO energy   -8.875 eV
Kohn-Sham gap   0.3604 Ha
SMILES   C[C@@H](C=O)NCO

```
! wB97M-V def2-TZVPD RIJCOSX def2/J DEFGRID3
* xyz 0 1
C -0.2821 1.5425 -1.4334
C -0.3759 0.7089 -0.1578
C -1.6402 -0.1373 -0.1013
O -2.1715 -0.4790 0.9160
N 0.8177 -0.1730 -0.0735
C 1.0129 -0.8320 1.1936
O 0.9836 -2.2477 1.0509
H 0.7682 1.7145 -1.6636
H -0.6576 0.9207 -2.2573
H -0.8205 2.4817 -1.3733
H -0.3376 1.3542 0.7232
H -2.0110 -0.4039 -1.1181
H 0.7683 -0.8580 -0.8232
H 1.9651 -0.5267 1.6305
H 0.2568 -0.5029 1.9090
H 1.7239 -2.5620 1.5784
*
```

Results of the natural (NBO) charge analysis, in e, for atoms 1 through 5:
1 C -0.6181
2 C -0.1598
3 C 0.4313
4 O -0.5065
5 N -0.6266

Which one is most stable, and which one is least stable? model x is the most stable of them, while model w is the least stable.